The following is a DFT calculation (wB97M-V/def2-TZVPD) of a cluster of 5 separate species, C24H30Br2N4OP2 in total in a non-equilibrium geometry.

Computed properties:
F_max ... 2.2 eV Å⁻¹
Energy ... -7057.47938 Ha
E_LUMO ... 0.42 eV
Multiplicity ... 1
HOMO-LUMO gap ... 0.2955 hartree
SMILES ... C[C@H](Br)[C@@H](Br)[PH]#P(C)O.c1ccncc1.c1ccncc1.c1ccncc1.c1ccncc1

XYZ file:
```
63
C24H30Br2N4OP2 wB97M-V/def2-TZVPD
C 1.41815 -2.34606 -2.37996
C 1.07625 -1.25086 -1.35266
Br -0.81869 -0.67101 -1.54223
C 1.97973 0.00668 -1.43380
Br 1.93535 0.81001 -3.25254
P 1.29932 1.29262 -0.20993
P 2.87313 1.65243 1.28034
C 2.88462 0.08640 2.30548
O 2.23106 2.83323 2.29770
H 0.76577 -2.28057 -3.25424
H 2.46435 -2.34807 -2.69188
H 1.17807 -3.30882 -1.91283
H 1.17032 -1.65569 -0.34194
H 3.02835 -0.21333 -1.20928
H 1.09272 2.48781 -0.95651
H 1.91133 -0.12138 2.77451
H 3.12333 -0.76982 1.65767
H 3.65098 0.16408 3.07869
H 1.27022 2.85843 2.26361
N -2.18015 1.10385 1.99927
C -2.04456 0.22394 2.99539
C -2.92480 -0.81992 3.22997
C -4.01386 -0.96118 2.38670
C -4.17747 -0.05967 1.34701
C -3.23722 0.94695 1.19719
H -1.17941 0.37591 3.63204
H -2.76381 -1.50474 4.05149
H -4.72381 -1.76338 2.54026
H -5.01512 -0.13608 0.66704
H -3.32059 1.67305 0.39599
N 6.49288 3.00098 -1.96476
C 5.59446 3.16661 -0.98983
C 5.84004 3.87702 0.17350
C 7.09102 4.44818 0.34055
C 8.04019 4.28818 -0.65673
C 7.69138 3.56121 -1.78271
H 4.63188 2.69900 -1.16344
H 5.07228 3.97869 0.92825
H 7.32360 5.01070 1.23626
H 9.02830 4.71815 -0.56313
H 8.39921 3.41214 -2.59049
N -0.58626 2.49385 -6.73389
C -0.48695 1.64282 -5.70898
C -1.40995 0.64555 -5.43973
C -2.50493 0.52215 -6.27939
C -2.63065 1.39471 -7.34879
C -1.64875 2.35526 -7.53078
H 0.38183 1.77498 -5.07464
H -1.27379 -0.01551 -4.59357
H -3.25029 -0.24351 -6.10303
H -3.47110 1.33133 -8.02666
H -1.70306 3.05734 -8.35524
N -5.07471 -3.41000 4.64359
C -4.79288 -3.56244 5.94035
C -4.75856 -4.78878 6.58364
C -5.03576 -5.92639 5.84309
C -5.33260 -5.79292 4.49643
C -5.33697 -4.52052 3.94905
H -4.58625 -2.64480 6.47961
H -4.52155 -4.85103 7.63684
H -5.02052 -6.90365 6.30891
H -5.55497 -6.65624 3.88446
H -5.56012 -4.36786 2.89874
```